# 1
DFT (ωB97M-V/def2-TZVPD) results for a molecular structure, C48H46F3GeN5NdO7.

```
! wB97M-V def2-TZVPD RIJCOSX def2/J DEFGRID3
* xyz -1 4
Nd 2.38 1.83 0.60
O 1.28 4.58 3.55
C 1.51 3.65 2.80
O 1.32 3.55 1.55
C 2.11 2.30 3.39
O 1.57 1.79 4.37
O 3.09 1.87 2.72
C 6.57 -0.07 2.42
C 5.56 0.72 1.85
N 4.54 0.21 1.19
C 4.46 -1.12 1.06
C 5.43 -2.01 1.59
C 6.51 -1.43 2.30
C 5.29 -3.40 1.42
C 4.23 -3.91 0.73
C 3.24 -3.06 0.17
C 2.14 -3.56 -0.55
C 1.22 -2.67 -1.05
C 1.40 -1.30 -0.84
N 2.42 -0.79 -0.16
C 3.33 -1.65 0.33
H 7.38 0.40 2.96
H 5.58 1.80 1.94
H 7.26 -2.08 2.73
H 6.04 -4.05 1.84
H 4.12 -4.98 0.59
H 2.03 -4.63 -0.69
H 0.35 -3.00 -1.60
H 0.70 -0.60 -1.25
F 4.02 2.85 -2.07
C 4.30 2.15 -0.92
F 4.08 3.22 0.10
F 5.69 2.13 -0.91
O 0.46 4.21 -2.38
C 0.38 3.29 -1.58
O 1.33 2.55 -1.16
C -1.04 2.87 -1.08
C -1.05 1.36 -0.93
Ge -2.80 0.44 -0.81
C -3.78 0.77 -2.50
C -4.70 1.81 -2.55
C -5.35 2.13 -3.73
C -5.08 1.41 -4.88
C -4.16 0.38 -4.85
C -3.51 0.07 -3.67
C -4.02 0.99 0.67
C -4.66 0.03 1.43
C -5.50 0.38 2.47
C -5.71 1.72 2.77
C -5.07 2.69 2.02
C -4.24 2.33 0.97
C -2.50 -1.51 -0.47
C -1.55 -1.88 0.47
C -1.37 -3.21 0.81
C -2.12 -4.19 0.19
C -3.07 -3.84 -0.75
C -3.26 -2.50 -1.07
H -1.77 3.22 -1.82
H -1.24 3.37 -0.13
H -0.42 1.08 -0.09
H -0.59 0.95 -1.84
H -4.92 2.37 -1.65
H -6.05 2.95 -3.75
H -5.59 1.66 -5.80
H -3.94 -0.17 -5.75
H -2.78 -0.73 -3.65
H -4.48 -1.02 1.21
H -6.00 -0.39 3.04
H -6.37 1.99 3.58
H -5.21 3.74 2.25
H -3.74 3.09 0.39
H -0.94 -1.12 0.95
H -0.63 -3.48 1.55
H -1.98 -5.23 0.44
H -3.67 -4.60 -1.23
H -4.02 -2.22 -1.80
N 1.67 0.84 -3.43
C 1.75 0.14 -4.60
C 1.32 0.69 -5.81
C 1.36 -0.04 -6.98
C 1.80 -1.35 -6.98
C 2.21 -1.92 -5.79
C 2.19 -1.19 -4.61
H 1.51 1.84 -3.49
H 2.31 0.61 -2.68
H 0.97 1.72 -5.82
H 1.05 0.43 -7.91
H 1.86 -1.91 -7.90
H 2.55 -2.95 -5.77
H 2.52 -1.65 -3.69
C 1.83 -1.32 3.34
N 0.48 -0.85 3.52
C -0.23 -1.40 4.65
C -1.71 -1.08 4.53
C -1.82 0.43 4.41
N -1.08 0.86 3.25
C -1.36 2.21 2.80
C 0.07 0.27 2.85
O 0.66 0.62 1.81
H 1.84 -2.28 2.81
H 2.30 -1.46 4.32
H 2.40 -0.58 2.79
H 0.17 -1.01 5.59
H -0.07 -2.49 4.63
H -2.26 -1.45 5.40
H -2.12 -1.55 3.64
H -1.44 0.92 5.32
H -2.87 0.74 4.27
H -2.43 2.31 2.63
H -0.82 2.41 1.88
H -1.04 2.94 3.55
*
```

Values from the calculation:
⟨S²⟩: 3.75


# 2
DFT (ωB97M-V/def2-TZVPD) results for a molecular structure, C48H46F3Li2N8O10.

```
! wB97M-V def2-TZVPD RIJCOSX def2/J DEFGRID3
* xyz 1 1
Li 1.86 0.95 -1.70
Li 2.61 3.75 -0.78
C 0.11 2.06 0.16
O 0.96 0.88 0.30
O 0.80 2.68 -0.87
C -1.38 1.64 0.16
F -1.75 1.38 1.43
F -2.16 2.63 -0.25
F -1.64 0.51 -0.50
C 1.26 0.33 1.62
C 2.48 -0.61 1.72
H 3.35 -0.07 1.35
H 2.69 -0.94 2.74
H 2.42 -1.48 1.07
H 0.39 -0.28 1.84
H 1.28 1.04 2.44
H 0.28 2.65 1.06
C -2.47 -2.16 -4.54
C -2.35 -0.89 -4.02
C -3.15 -0.60 -2.90
C -4.06 -1.51 -2.35
C -4.14 -2.80 -2.93
C -3.40 -3.09 -4.06
N -4.91 -1.24 -1.20
O -4.30 -0.57 -0.38
O -6.00 -1.82 -1.03
H -1.86 -2.61 -5.31
H -1.59 -0.23 -4.41
H -2.99 0.32 -2.37
H -4.74 -3.55 -2.44
H -3.41 -4.16 -4.20
C -2.46 -2.89 1.07
C -3.27 -3.99 1.28
C -2.76 -5.25 1.19
C -1.39 -5.37 0.94
C -0.48 -4.28 0.90
C -1.06 -3.01 0.94
N -0.70 -6.75 0.98
O 0.49 -6.77 0.69
O -1.38 -7.77 1.04
H -2.84 -1.92 1.34
H -4.30 -3.86 1.58
H -3.48 -6.06 1.20
H 0.58 -4.44 0.88
H -0.58 -2.04 0.92
C -4.39 6.37 0.64
C -3.46 5.36 0.32
C -2.63 5.53 -0.78
C -2.60 6.74 -1.47
C -3.53 7.70 -1.21
C -4.42 7.53 -0.08
N -1.68 6.91 -2.61
O -1.42 5.82 -3.16
O -1.23 8.01 -2.95
H -5.09 6.09 1.40
H -3.48 4.39 0.79
H -1.98 4.70 -1.00
H -3.65 8.59 -1.80
H -4.97 8.38 0.30
C -0.49 -0.53 4.40
C 0.04 -1.80 4.68
C -0.84 -2.94 4.64
C -2.19 -2.72 4.43
C -2.76 -1.45 4.24
C -1.90 -0.39 4.20
N -3.15 -3.87 4.28
O -2.66 -5.07 4.23
O -4.32 -3.57 4.20
H 0.20 0.30 4.48
H 1.08 -1.85 4.95
H -0.46 -3.93 4.86
H -3.79 -1.27 3.99
H -2.33 0.58 4.01
N 3.26 3.60 1.18
C 4.01 2.54 1.54
C 4.24 2.10 2.81
C 3.50 2.72 3.84
C 2.71 3.81 3.58
C 2.72 4.23 2.27
H 4.49 2.09 0.68
H 5.05 1.39 2.91
H 3.64 2.46 4.88
H 2.27 4.42 4.35
H 2.26 5.16 1.96
N 1.01 1.08 -3.59
C 1.36 0.16 -4.51
C 0.98 0.20 -5.84
C 0.21 1.24 -6.29
C -0.24 2.18 -5.39
C 0.18 2.06 -4.06
H 1.88 -0.71 -4.13
H 1.28 -0.55 -6.55
H -0.01 1.24 -7.35
H -0.88 3.01 -5.65
H -0.14 2.69 -3.24
N 6.49 -0.06 -0.41
C 7.42 0.49 0.44
C 7.56 0.14 1.78
C 6.68 -0.82 2.31
C 5.87 -1.52 1.41
C 5.79 -1.06 0.09
H 8.06 1.26 0.04
H 8.36 0.66 2.29
H 6.83 -1.13 3.34
H 5.21 -2.33 1.68
H 5.18 -1.58 -0.64
N 1.29 -1.39 -1.78
C 2.29 -2.27 -1.81
C 1.98 -3.64 -1.73
C 0.66 -4.11 -1.88
C -0.35 -3.16 -2.02
C -0.02 -1.84 -1.88
H 3.33 -2.00 -1.71
H 2.76 -4.39 -1.79
H 0.50 -5.18 -1.95
H -1.38 -3.43 -2.18
H -0.78 -1.14 -1.58
*
```


What are the largest force on an atom values for these records? In order: 2.47, 4.25 eV/A.
What are the lowest unoccupied orbital energy values for these records? In order: 0.059, -0.114 Ha.